12
Properties=species:S:1:pos:R:3 method="wB97M-V/def2-TZVPD" total_charge=0 gap_ev=10.02 fmax_ha_per_bohr=0.0227
O 0.789 2.333 0.214
C 0.621 1.201 0.117
C -1.353 0.461 0.001
C -1.237 -0.892 -0.118
O 0.891 -1.424 -0.090
C 1.649 -0.438 0.016
H -1.568 1.071 -0.874
H -1.610 0.906 0.959
H -1.301 -1.542 0.745
H -1.256 -1.376 -1.086
H 2.219 -0.075 -0.860
H 2.157 -0.224 0.977

12
Properties=species:S:1:pos:R:3 method="wB97M-V/def2-TZVPD" total_charge=0 smiles="C=C(O)CC=O" gap_ev=10.02 fmax_ha_per_bohr=0.0097
C -0.579 -0.722 -1.272
C 0.430 -0.368 -0.473
O 1.712 -0.181 -0.883
C 0.275 -0.067 0.998
C -0.657 1.114 1.193
O -0.347 2.136 1.750
H -1.573 -0.882 -0.868
H -0.447 -0.863 -2.341
H 1.771 -0.381 -1.828
H -0.154 -0.935 1.514
H 1.243 0.171 1.443
H -1.675 0.978 0.768

Computed relative energy (zero: lowest compared OMol25 entry of this formula, charge and spin) (kcal per mole) in order:
85.4, 30.6